[1]
DFT (the ωB97M-V functional and the def2-TZVPD basis) results for a single C4H9NO2 molecule.

- Relative energy (zero: lowest compared OMol25 entry of this formula, charge and spin): 56.7 kJ/mol
- LUMO: 0.0344 Eh
- Total energy: -9879.473 eV
- SMILES: CCNC(=O)OC

ORCA input file:
```
! RIJCOSX wB97M-V def2-TZVPD def2/J DEFGRID3
* xyz 0 1
C -2.3141 0.7254 0.9521
C -1.6396 -0.4405 0.2332
N -0.5006 -0.0049 -0.5389
C 0.7241 -0.5100 -0.2744
O 1.0147 -1.1717 0.7023
O 1.6031 -0.1469 -1.2361
C 2.9223 -0.0238 -0.7197
H -2.5596 1.5588 0.2830
H -3.2315 0.4123 1.4594
H -1.6213 1.1076 1.7098
H -1.2357 -1.1283 0.9779
H -2.2844 -1.0395 -0.4216
H -0.6116 0.5928 -1.3435
H 3.5286 0.3616 -1.5377
H 2.9026 0.6878 0.1114
H 3.3030 -0.9806 -0.3571
*
```

Listed below, in e, are the Mulliken charges computed for each atom: number 1, C, carries -1.06; number 2, C, carries -0.38; number 3, N, carries -0.13; number 4, C, carries 0.65; number 5, O, carries -0.61; number 6, O, carries -0.38; number 7, C, carries -0.64; number 8, H, carries 0.30; number 9, H, carries 0.34; number 10, H, carries 0.28; number 11, H, carries 0.27; number 12, H, carries 0.35; number 13, H, carries 0.23; number 14, H, carries 0.22; number 15, H, carries 0.31; number 16, H, carries 0.27

=====

[2]
DFT (the ωB97M-V functional and the def2-TZVPD basis) results for a single C4H9NO2 molecule.

- Relative energy (zero: lowest compared OMol25 entry of this formula, charge and spin): 266.8 kJ/mol
- LUMO: 0.0288 Eh
- Total energy: -9877.295 eV
- SMILES: CN1C[C@]1(O)CO

ORCA input file:
```
! RIJCOSX wB97M-V def2-TZVPD def2/J DEFGRID3
* xyz 0 1
C -0.4267 1.6538 -1.3725
N -0.1204 0.2936 -0.9975
C 1.2339 0.0172 -0.5452
C 0.1381 -0.0630 0.4415
O 0.0999 0.9130 1.4124
C -0.5004 -1.3898 0.7607
O 0.3450 -2.1330 1.6095
H -1.5109 1.7688 -1.3919
H -0.0360 1.8380 -2.3743
H -0.0027 2.3920 -0.6802
H 1.6825 -0.8895 -0.9281
H 1.9123 0.8554 -0.4271
H -0.7449 0.8771 1.8766
H -0.6016 -1.8564 -0.2485
H -1.4912 -1.2371 1.2186
H 0.0234 -3.0401 1.6460
*
```

Listed below, in e, are the Mulliken charges computed for each atom: number 1, C, carries -0.81; number 2, N, carries -0.37; number 3, C, carries -0.67; number 4, C, carries 0.88; number 5, O, carries -0.52; number 6, C, carries -0.69; number 7, O, carries -0.51; number 8, H, carries 0.28; number 9, H, carries 0.28; number 10, H, carries 0.31; number 11, H, carries 0.22; number 12, H, carries 0.32; number 13, H, carries 0.34; number 14, H, carries 0.33; number 15, H, carries 0.29; number 16, H, carries 0.31

=====

For the records above, the corresponding HOMO-LUMO gap values read 10.708; 9.663 eV.